# CH7NS

A 2-piece molecular cluster, CH7NS overall (ωB97M-V/def2-TZVPD, the OMol25 dataset).

Summary:
Lowest unoccupied orbital energy (spin up / spin down) in eV: 3.94 / 3.84
HOMO-LUMO gap (spin up / spin down) in eV: 2.69 / 9.03
E_HOMO (spin up / spin down) in hartree: 0.0459 / -0.1910
<S²>: 0.750

Geometry as ORCA input:
```
! wB97M-V def2-TZVPD RIJCOSX def2/J DEFGRID3
* xyz -1 2
S 1.656 0.041 0.236
H 2.146 1.208 -0.129
C -1.780 -0.812 -0.307
N -1.330 0.575 -0.098
H -1.762 -1.046 -1.409
H -1.074 -1.493 0.180
H -2.800 -0.982 0.113
H 0.344 0.394 -0.053
H -1.650 0.890 0.816
H -1.707 1.217 -0.771
*
```

List of Löwdin charges in e, atom by atom: 0.24 -0.29 -0.50 -0.21 0.04 0.03 0.00 -0.25 -0.02 -0.05

---

# C30H47Cl2N4O7PrSSi

C30H47Cl2N4O7PrSSi as an isolated structure (ωB97M-V/def2-TZVPD, the OMol25 dataset).

Summary:
Lowest unoccupied orbital energy (spin up / spin down) in eV: -0.09 / -0.08
HOMO-LUMO gap (spin up / spin down) in eV: 8.51 / 8.52
E_HOMO (spin up / spin down) in hartree: -0.3161 / -0.3161
<S²>: 2.001

Geometry as ORCA input:
```
! wB97M-V def2-TZVPD RIJCOSX def2/J DEFGRID3
* xyz 0 3
C 2.871 -2.263 -4.243
C 2.199 -1.745 -5.477
H 3.043 -3.342 -4.313
H 2.259 -2.069 -3.351
H 3.848 -1.780 -4.087
C 2.182 -2.385 -6.652
C 2.955 -3.626 -6.939
H 1.584 -1.997 -7.478
H 2.907 -4.357 -6.123
H 4.017 -3.418 -7.135
H 2.554 -4.101 -7.840
Pr 0.063 -0.637 2.811
Cl 1.414 -1.726 0.764
C -0.460 2.273 1.043
O -0.899 1.159 1.438
N -1.127 3.035 0.175
C -2.502 2.718 -0.205
C -0.460 4.108 -0.547
H 0.500 2.671 1.418
H -2.932 2.059 0.552
H -2.538 2.241 -1.196
H -3.077 3.650 -0.273
H 0.527 4.260 -0.088
H -1.046 5.036 -0.488
H -0.339 3.854 -1.615
H -3.996 1.841 6.105
H -2.252 1.962 8.089
C -3.790 0.765 6.120
C -2.096 0.885 7.927
N -2.423 0.517 6.556
H -3.910 0.342 5.125
C -1.513 0.042 5.711
O -1.688 -0.066 4.473
H -1.046 0.637 8.124
H -0.555 -0.286 6.161
H -4.480 0.294 6.827
H -2.739 0.336 8.626
H 0.445 -5.308 1.721
H -0.294 -3.492 -0.246
C -0.612 -5.333 2.024
C -1.231 -4.011 0.008
N -1.329 -4.202 1.449
H -0.673 -5.270 3.112
C -1.792 -3.216 2.228
O -1.941 -2.022 1.879
H -2.080 -3.410 -0.332
H -2.003 -3.531 3.261
H -1.060 -6.267 1.667
H -1.243 -5.001 -0.455
O 0.199 -0.784 -4.661
C 1.435 -0.446 -5.282
C 0.104 0.144 -7.382
C 1.212 0.361 -6.558
H -0.650 -0.592 -7.082
C -0.020 0.872 -8.572
H 2.034 0.165 -4.590
C 2.178 1.318 -6.903
H -0.899 0.714 -9.200
C 0.981 1.773 -8.954
C 2.079 2.000 -8.114
H 3.006 1.478 -6.207
H 0.907 2.300 -9.907
H 2.861 2.706 -8.402
Si -0.881 -0.056 -3.634
Cl 0.163 -2.898 4.415
C -2.562 -0.688 -4.155
C -0.786 1.797 -3.858
C -0.456 -0.612 -1.908
H -2.704 -0.584 -5.240
H -3.360 -0.128 -3.648
H -2.669 -1.752 -3.900
H -0.426 -1.710 -1.854
H -1.180 -0.264 -1.157
H 0.533 -0.256 -1.591
H -0.867 2.063 -4.922
H 0.164 2.202 -3.485
H -1.607 2.297 -3.325
O 2.211 -0.320 4.091
C 1.862 0.779 4.621
N 0.913 1.533 4.040
S 0.559 2.953 4.844
O 1.107 4.093 4.155
O -0.837 2.986 5.214
C 1.536 2.439 6.248
C 1.438 2.921 7.551
C 2.013 2.166 8.585
C 2.725 0.989 8.295
C 2.853 0.549 6.977
C 2.231 1.279 5.959
H 0.898 3.849 7.741
H 1.893 2.482 9.621
H 3.173 0.417 9.110
H 3.394 -0.358 6.712
*
```

List of Löwdin charges in e, atom by atom: -0.03 -0.23 0.07 0.08 0.09 -0.10 -0.10 0.11 0.07 0.09 0.07 0.64 0.03 -0.23 -0.15 -0.16 -0.01 -0.03 0.15 0.10 0.08 0.10 0.10 0.10 0.08 0.10 0.10 -0.01 -0.03 -0.16 0.09 -0.28 -0.14 0.09 0.15 0.09 0.09 0.10 0.03 -0.05 -0.05 -0.17 0.06 -0.39 -0.13 0.09 0.10 0.09 0.09 -0.18 -0.29 -0.04 -0.19 0.12 -0.08 0.15 -0.03 0.10 -0.10 -0.08 0.12 0.10 0.10 0.39 0.05 -0.15 -0.15 -0.17 0.03 0.03 0.04 0.02 0.03 0.01 0.04 0.03 0.01 -0.10 -0.51 -0.12 0.67 -0.29 -0.29 -0.21 -0.04 -0.06 -0.06 0.02 -0.13 0.12 0.11 0.11 0.13

---

# C44H41CdN3O2P2Te

C44H41CdN3O2P2Te as an isolated structure (ωB97M-V/def2-TZVPD, the OMol25 dataset).

Summary:
Lowest unoccupied orbital energy in eV: -0.45
HOMO-LUMO gap in eV: 6.74
E_HOMO in hartree: -0.2643

Geometry as ORCA input:
```
! wB97M-V def2-TZVPD RIJCOSX def2/J DEFGRID3
* xyz 0 1
Cd 1.020 -3.127 -0.991
C 0.100 -3.482 3.554
C 1.244 -3.061 4.207
C 2.323 -2.632 3.456
C 2.219 -2.607 2.070
N 1.108 -3.004 1.444
C 0.083 -3.445 2.172
C 3.365 -2.185 1.216
C 4.496 -1.574 1.744
C 5.556 -1.290 0.903
C 5.455 -1.606 -0.441
C 4.272 -2.163 -0.897
N 3.256 -2.449 -0.086
H -0.764 -3.842 4.094
H 1.305 -3.080 5.287
H 3.239 -2.336 3.942
H -0.780 -3.786 1.613
H 4.543 -1.304 2.788
H 6.446 -0.814 1.294
H 6.261 -1.407 -1.133
H 4.112 -2.385 -1.946
O 0.873 -5.495 -0.582
N -0.362 -5.521 -0.500
O -0.907 -4.389 -0.601
C -0.369 2.661 -5.910
C 0.118 1.350 -5.352
C 1.296 1.268 -4.626
C 1.763 0.058 -4.115
C 3.062 0.051 -3.358
C 1.017 -1.107 -4.322
Te 1.729 -2.984 -3.618
C -0.176 -1.047 -5.058
C -1.015 -2.267 -5.318
C -0.602 0.180 -5.558
H 0.247 3.490 -5.563
H -1.401 2.857 -5.612
H -0.342 2.657 -7.001
H 1.878 2.169 -4.457
H 3.460 1.062 -3.265
H 3.803 -0.576 -3.858
H 2.930 -0.372 -2.359
H -1.296 -2.759 -4.385
H -0.463 -3.009 -5.897
H -1.920 -2.001 -5.866
H -1.526 0.219 -6.126
C -0.760 1.818 2.395
P 0.124 0.261 1.896
C 1.784 0.981 1.555
C 2.420 0.960 0.316
C 3.678 1.526 0.154
C 4.332 2.104 1.231
C 3.729 2.093 2.481
C 2.472 1.531 2.640
C -0.573 -0.006 0.222
C -0.544 0.944 -0.801
C -1.158 0.691 -2.015
C -1.819 -0.514 -2.226
C -1.872 -1.462 -1.218
C -1.256 -1.201 0.003
P -2.176 1.418 3.513
C -3.103 3.000 3.472
C -4.487 2.997 3.650
C -5.197 4.185 3.717
C -4.536 5.402 3.615
C -3.160 5.419 3.448
C -2.450 4.228 3.380
C -3.209 0.397 2.394
C -3.462 -0.922 2.755
C -4.219 -1.750 1.932
C -4.731 -1.257 0.744
C -4.484 0.061 0.373
C -3.728 0.880 1.191
H -1.060 2.404 1.522
H -0.049 2.412 2.972
H 1.929 0.513 -0.538
H 4.144 1.513 -0.824
H 5.308 2.554 1.100
H 4.234 2.530 3.334
H 2.016 1.526 3.625
H -0.033 1.888 -0.649
H -1.107 1.421 -2.813
H -2.294 -0.704 -3.179
H -2.393 -2.400 -1.363
H -1.375 -1.905 0.814
H -5.018 2.055 3.724
H -6.272 4.160 3.848
H -5.091 6.330 3.665
H -2.634 6.361 3.367
H -1.376 4.266 3.247
H -3.062 -1.302 3.689
H -4.410 -2.775 2.223
H -5.319 -1.899 0.100
H -4.873 0.443 -0.562
H -3.540 1.907 0.898
*
```

List of Löwdin charges in e, atom by atom: 1.15 -0.04 -0.04 -0.01 -0.23 0.04 -0.15 -0.23 -0.01 -0.05 -0.04 -0.17 0.04 0.11 0.11 0.11 0.09 0.11 0.12 0.11 0.03 -0.23 -0.26 -0.30 -0.05 -0.29 -0.03 -0.32 -0.11 -0.55 0.76 -0.35 -0.12 -0.03 0.07 0.08 0.08 0.11 0.07 0.07 0.02 0.05 0.06 0.07 0.12 -0.55 1.03 -0.37 -0.10 -0.08 -0.09 -0.09 -0.12 -0.39 -0.10 -0.06 -0.07 -0.10 -0.17 1.00 -0.40 -0.11 -0.09 -0.09 -0.09 -0.10 -0.43 -0.12 -0.09 -0.09 -0.08 -0.10 0.05 0.03 0.08 0.10 0.10 0.10 0.10 0.11 0.10 0.10 0.10 0.06 0.10 0.10 0.10 0.10 0.09 0.09 0.10 0.11 0.11 0.11

---

# C4H36N3O11

A 12-piece molecular cluster, C4H36N3O11 overall (ωB97M-V/def2-TZVPD, the OMol25 dataset).

Summary:
Lowest unoccupied orbital energy in eV: -2.29
HOMO-LUMO gap in eV: 9.99
E_HOMO in hartree: -0.4514

Geometry as ORCA input:
```
! wB97M-V def2-TZVPD RIJCOSX def2/J DEFGRID3
* xyz 1 1
N 0.109 2.150 -1.563
C -0.303 2.404 -0.143
C -1.669 1.886 0.303
N -1.938 0.506 -0.270
C -0.824 -0.469 -0.108
C -1.215 -1.769 -0.837
N -1.846 -2.783 0.050
H -0.783 2.239 -2.090
H 0.511 1.228 -1.676
H 0.872 2.731 -1.943
H -0.232 3.503 -0.079
H 0.346 2.082 0.675
H -2.346 2.614 -0.136
H -1.800 1.902 1.402
H -2.691 0.168 0.318
H 0.140 -0.133 -0.635
H -0.602 -0.726 0.959
H -0.448 -2.168 -1.480
H -1.986 -1.510 -1.555
H -1.094 -3.107 0.635
H -2.526 -2.270 0.606
H -2.270 2.527 -4.168
H -2.307 1.160 -3.556
O -1.670 1.909 -3.736
H -3.178 -0.480 -2.398
H -4.010 -0.320 -3.633
O -3.114 -0.145 -3.305
H 1.666 -2.183 -1.543
H 2.617 -2.124 -0.306
O 2.460 -1.765 -1.199
H 2.078 -2.347 1.983
H 3.568 -2.309 2.346
O 2.962 -2.207 1.588
H 2.408 1.134 1.908
H 2.667 -0.378 1.921
O 2.234 0.332 2.407
H -1.729 -0.167 3.830
H -2.756 0.096 4.766
O -2.275 0.591 4.086
H -0.669 -0.457 -3.051
H 0.546 -0.887 -3.821
O 0.301 -0.387 -3.032
H 3.097 0.824 -2.739
H 2.713 -0.118 -1.535
O 2.665 0.815 -1.881
H 1.033 0.026 3.805
H 0.116 0.361 5.034
O 0.226 -0.232 4.280
H 0.137 -2.650 3.703
H 0.767 -3.983 3.248
O 0.653 -3.060 3.000
H 2.882 2.063 -0.630
H 3.630 3.236 0.045
O 2.879 2.646 0.150
*
```

List of Löwdin charges in e, atom by atom: 0.18 -0.16 -0.16 -0.04 -0.21 -0.27 0.02 0.12 0.06 0.17 0.14 0.11 0.11 0.13 0.10 0.10 0.13 0.08 0.07 0.05 0.06 0.06 -0.01 -0.09 0.04 0.10 -0.03 0.04 0.03 -0.03 0.02 0.09 -0.07 0.02 0.01 -0.05 0.00 0.05 -0.08 0.03 0.08 -0.05 0.08 0.03 -0.08 0.01 0.06 -0.08 0.04 0.07 -0.04 -0.01 0.05 -0.06

---

Calculated total energy, record by record: -495.16514 -4042.43777 -3134.50078 -1165.69613 hartree
Energy relative to the best compared isomer or geometry (same formula, charge and spin), record by record: 0.0000 0.0000 0.2485 0.0000 eV